Molecular formula: C5H7N3S
Method: DFT, the ωB97M-V functional and the def2-TZVPD basis

Last columns: bonded neighbours and bond lengths (Å).
Positions of all 16 atoms, in Å:
1 C 1.8340 -2.2232 1.9060  C2 1.556, H10 1.145, H11 1.186, H12 1.176
2 C 1.3963 -1.2810 0.7475  C1 1.556, N3 1.282, N9 1.330
3 N 2.0121 -1.0811 -0.3588  C2 1.282, C4 1.346
4 C 1.2017 -0.2673 -1.0608  N3 1.346, C5 1.397, H13 1.086
5 C 0.0345 0.0407 -0.3573  C4 1.397, C6 1.455, N9 1.366
6 C -1.1923 0.7876 -0.5895  C5 1.455, N7 1.364, S8 1.647
7 N -1.9805 0.1313 -1.4884  C6 1.364, H14 0.889, H15 0.945
8 S -1.4605 2.3002 0.0035  C6 1.647
9 N 0.2011 -0.6988 0.7788  C2 1.330, C5 1.366, H16 1.122
10 H 1.0706 -3.0338 2.1737  C1 1.145
11 H 1.7485 -1.6482 2.9403  C1 1.186
12 H 2.9708 -2.5215 1.9600  C1 1.176
13 H 1.4581 0.2389 -1.9870  C4 1.086
14 H -1.8716 -0.7252 -1.6999  N7 0.889
15 H -2.8062 0.5905 -1.4904  N7 0.945
16 H -0.4760 -0.5042 1.6518  N9 1.122

Output
HOMO in eV: -8.434
LUMO level in eV: 0.27
Orbital gap in eV: 8.7
SMILES: Cc1ncc(C(N)=S)[nH]1
ΔE to the lowest compared entry with this formula, charge and spin in kJ/mol: 26.19

Atomic partial charges in e from the natural (NBO) method, atoms 1 to 4: atom 1 (C): -0.6741, atom 2 (C): 0.3460, atom 3 (N): -0.4514, atom 4 (C): -0.0661

***

Molecular formula: C5H7N3S
Method: DFT, the ωB97M-V functional and the def2-TZVPD basis

Last columns: bonded neighbours and bond lengths (Å).
Positions of all 16 atoms, in Å:
1 C -0.4543 1.8653 0.1615  C2 1.488, C3 1.345, H10 1.137
2 C -1.0212 0.5463 -0.2289  C1 1.488, C4 1.337, H11 1.079
3 C 0.8693 2.0661 0.2895  C1 1.345, N6 1.416, H12 1.024
4 C -1.2629 -0.4793 0.5950  C2 1.337, N8 1.281
5 C 1.7406 -0.1829 -0.1191  N6 1.347, S9 1.585
6 N 1.9185 1.1351 0.0932  C3 1.416, C5 1.347, H13 0.989
7 N -0.9873 -2.6449 -0.4424  N8 1.479, H14 1.084, H15 0.939
8 N -1.3863 -1.7519 0.6676  C4 1.281, N7 1.479, H16 1.027
9 S 2.8621 -1.2557 -0.4420  C5 1.585
10 H -1.2419 2.6846 0.1986  C1 1.137
11 H -1.7079 0.6232 -1.0580  C2 1.079
12 H 1.2584 2.9604 0.6020  C3 1.024
13 H 2.6843 1.7609 0.1211  N6 0.989
14 H 0.0821 -2.5834 -0.6114  N7 1.084
15 H -1.4468 -2.5381 -1.2546  N7 0.939
16 H -1.9068 -2.2057 1.4280  N8 1.027

Output
HOMO (alpha / beta) in eV: -7.668 / -6.612
LUMO level (alpha / beta) in eV: 0.20 / -0.60
Orbital gap (alpha / beta) in eV: 7.9 / 6.0
ΔE to the lowest compared entry with this formula, charge and spin in kJ/mol: 558.39

Atomic partial charges in e from the natural (NBO) method, atoms 1 to 4: atom 1 (C): -0.2418, atom 2 (C): -0.3931, atom 3 (C): -0.0100, atom 4 (C): 0.2641

***

Molecular formula: C5H7N5S
Method: DFT, the ωB97M-V functional and the def2-TZVPD basis

Last columns: bonded neighbours and bond lengths (Å).
Positions of all 18 atoms, in Å:
1 C 0.7674 0.1296 -0.7486  C3 1.419, N7 1.311, N9 1.382
2 C -1.2877 -0.0874 0.4055  C3 1.342, C4 1.498, H12 1.096
3 C -0.6263 0.3832 -0.6629  C1 1.419, C2 1.342, C5 1.438
4 C -0.6032 -0.7581 1.5564  C2 1.498, N10 1.528, S11 1.852, H13 1.152
5 C -1.2020 0.9851 -1.8357  C3 1.438, H14 1.027, H15 1.194, H16 1.075
6 N 2.8908 0.0165 -1.0337  N7 1.337, N8 1.284
7 N 1.7637 0.5938 -1.4629  C1 1.311, N6 1.337
8 N 2.6339 -0.7604 -0.0437  N6 1.284, N9 1.303
9 N 1.3447 -0.7555 0.1422  C1 1.382, N8 1.303, N10 1.376
10 N 0.6203 -1.5110 1.0351  C4 1.528, N9 1.376, H17 1.068
11 S -0.1348 0.5572 2.7729  C4 1.852, H18 1.448
12 H -2.3595 0.0502 0.5854  C2 1.096
13 H -1.2600 -1.5783 2.0278  C4 1.152
14 H -1.6018 1.8379 -1.4255  C5 1.027
15 H -2.0971 0.3140 -2.2535  C5 1.194
16 H -0.4217 1.1761 -2.5495  C5 1.075
17 H 1.2023 -1.9406 1.8210  N10 1.068
18 H 0.3712 1.3478 1.6698  S11 1.448

Output
<S²>: 2.0200
HOMO (alpha / beta) in eV: -5.251 / -8.269
Multiplicity: 3
LUMO level (alpha / beta) in eV: 0.27 / -4.37
Orbital gap (alpha / beta) in eV: 5.5 / 3.9

Atomic partial charges in e from the natural (NBO) method, atoms 1 to 4: atom 1 (C): 0.1948, atom 2 (C): -0.3845, atom 3 (C): -0.0937, atom 4 (C): -0.2008

***

Molecular formula: C5H7N7
Method: DFT, the ωB97M-V functional and the def2-TZVPD basis

Last columns: bonded neighbours and bond lengths (Å).
Positions of all 19 atoms, in Å:
1 H 0.7853 1.8226 -1.8047  N2 1.032
2 N 0.8419 1.1057 -1.0647  H1 1.032, C3 1.249
3 C -0.0697 0.4372 -0.5342  N2 1.249, C4 1.507, N8 1.367
4 C 0.1955 -0.3397 0.7298  C3 1.507, C5 1.419, N12 1.340
5 C -0.8032 -0.9973 1.4932  C4 1.419, C6 1.479, N10 1.392
6 C -2.1929 -0.7715 1.0406  C5 1.479, N7 1.306, H14 1.122
7 N -2.4226 -0.1474 -0.0832  C6 1.306, N8 1.332
8 N -1.4098 0.3543 -0.7887  C3 1.367, N7 1.332, N9 1.457
9 N -1.9105 0.9335 -2.0285  N8 1.457, H15 0.977, H16 1.068
10 N -0.2348 -1.8533 2.4328  C5 1.392, C11 1.356
11 C 1.1009 -1.6735 2.2870  N10 1.356, N12 1.398, H17 1.017
12 N 1.3503 -0.7330 1.2837  C4 1.340, C11 1.398, N13 1.396
13 N 2.6245 -0.3601 0.8520  N12 1.396, H18 1.009, H19 1.007
14 H -3.1695 -1.2184 1.3656  C6 1.122
15 H -1.3399 0.4872 -2.6844  N9 0.977
16 H -2.9430 0.6700 -2.0913  N9 1.068
17 H 1.8402 -2.0261 2.8893  C11 1.017
18 H 2.8144 0.6061 1.0722  N13 1.009
19 H 2.6981 -0.5501 -0.1343  N13 1.007

Output
HOMO in eV: -8.093
LUMO level in eV: 0.88
Orbital gap in eV: 9.0
SMILES: [H]/N=c1/c2c(cnn1N)ncn2N
ΔE to the lowest compared entry with this formula, charge and spin in kJ/mol: 88.07

Atomic partial charges in e from the natural (NBO) method, atoms 1 to 4: atom 1 (H): 0.3848, atom 2 (N): -0.7947, atom 3 (C): 0.3873, atom 4 (C): 0.0603

***

Molecular formula: C5H7NO
Method: DFT, the ωB97M-V functional and the def2-TZVPD basis

Last columns: bonded neighbours and bond lengths (Å).
Positions of all 14 atoms, in Å:
1 C -0.5213 -0.8020 1.9693  C2 1.504, H5 1.141, H6 1.063, H7 1.110
2 C 0.1464 0.1281 0.9937  C1 1.504, C3 1.297, N4 1.429
3 C 0.6359 1.2494 0.5620  C2 1.297, N4 1.559, H8 1.046
4 N 1.0352 -0.1035 -0.1015  C2 1.429, C3 1.559, H9 1.057
5 H -1.2184 -1.4608 1.3513  C1 1.141
6 H -0.9772 -0.1633 2.6861  C1 1.063
7 H 0.3921 -1.3700 2.2453  C1 1.110
8 H 1.1037 2.1745 0.7028  C3 1.046
9 H 1.9271 -0.5392 0.2602  N4 1.057
10 C -0.9196 -0.1760 -2.1548  C11 1.264, H13 1.047, H14 1.098
11 C 0.0717 0.5929 -2.3114  C10 1.264, O12 1.141
12 O 0.8961 1.3717 -2.4329  C11 1.141
13 H -1.6710 0.3703 -1.6712  C10 1.047
14 H -0.9006 -1.2723 -2.0989  C10 1.098

Output
HOMO in eV: -7.862
LUMO level in eV: 0.90
Orbital gap in eV: 8.8
SMILES: CC1=CN1.C=C=O
ΔE to the lowest compared entry with this formula, charge and spin in kJ/mol: 540.15

Atomic partial charges in e from the natural (NBO) method, atoms 1 to 4: atom 1 (C): -0.6627, atom 2 (C): 0.1988, atom 3 (C): -0.1289, atom 4 (N): -0.6575

***

Molecular formula: C5H7NO
Method: DFT, the ωB97M-V functional and the def2-TZVPD basis

Last columns: bonded neighbours and bond lengths (Å).
Positions of all 14 atoms, in Å:
1 H -1.3086 -2.8468 -1.5922  N2 1.022
2 N -1.7312 -1.9477 -1.3544  H1 1.022, C3 1.265
3 C -0.9066 -1.2804 -0.6662  N2 1.265, C4 1.473, O8 1.368
4 C -1.0442 0.0911 -0.1464  C3 1.473, C5 1.333, H9 1.082
5 C 0.1480 0.5355 0.2523  C4 1.333, C6 1.506, C7 1.523
6 C 0.4320 1.8546 0.9220  C5 1.506, H10 1.097, H11 1.096, H12 1.098
7 C 1.1383 -0.5807 -0.0504  C5 1.523, O8 1.436, H13 1.098, H14 1.094
8 O 0.3213 -1.7404 -0.2765  C3 1.368, C7 1.436
9 H -1.9939 0.6073 -0.1014  C4 1.082
10 H 1.1704 1.7667 1.7291  C6 1.097
11 H 0.8098 2.5978 0.2101  C6 1.096
12 H -0.4915 2.2564 1.3605  C6 1.098
13 H 1.8627 -0.7443 0.7589  C7 1.098
14 H 1.5935 -0.5692 -1.0456  C7 1.094

Output
HOMO in eV: -9.326
LUMO level in eV: 0.80
Orbital gap in eV: 10.1
SMILES: [H]/N=C1/C=C(C)CO1
ΔE to the lowest compared entry with this formula, charge and spin in kJ/mol: 100.03

Atomic partial charges in e from the natural (NBO) method, atoms 1 to 4: atom 1 (H): 0.3466, atom 2 (N): -0.6829, atom 3 (C): 0.5190, atom 4 (C): -0.2798